[1]
Here is C21H43N2OP3Re as an isolated structure from the Open Molecules 2025 dataset. Energies are from the ωB97M-V functional and the def2-TZVPD basis.

Atoms and positions in Å:
Re  -0.451943  0.416116  -0.514935
P  -2.144442  -1.094118  -0.460984
P  0.802833  0.161732  1.401391
P  0.944502  -1.279300  -1.461991
H  -0.350002  2.909494  -1.535708
C  -0.146177  1.843919  -1.794273
C  -1.216991  1.375135  -2.760856
H  -1.782110  0.438512  -2.578500
C  -3.877330  -0.491425  -0.495730
C  -2.186533  -2.283265  0.943098
C  -2.220967  -2.221981  -1.936072
C  2.268555  1.241164  1.405353
C  0.188491  0.473429  3.119005
C  1.629832  -1.407411  1.894256
C  1.033760  -1.836036  -3.233284
C  1.038849  -3.022259  -0.746901
C  2.729717  -0.817939  -1.430731
H  0.818949  1.899416  -2.303920
H  -2.053677  2.087466  -2.756058
H  -4.004617  0.429258  -1.077008
H  -4.220579  -0.314396  0.531896
H  -4.461507  -1.301765  -0.958804
H  -1.870676  -1.813465  1.883861
H  -1.542050  -3.151279  0.742855
H  -3.233398  -2.612876  1.040338
H  -2.015959  -1.710407  -2.887135
H  -3.260383  -2.586760  -1.946131
H  -1.519287  -3.059119  -1.834754
H  2.800877  0.961324  2.323739
H  2.008377  2.299247  1.449164
H  2.913154  1.062408  0.543373
H  0.889792  -0.065780  3.775559
H  -0.817938  0.062698  3.276349
H  0.228195  1.537594  3.383799
H  2.500954  -1.661732  1.281812
H  0.924019  -2.246989  1.919272
H  1.985185  -1.227998  2.924214
H  1.488629  -2.828211  -3.329166
H  1.616425  -1.133252  -3.851891
H  0.031820  -1.882760  -3.664133
H  1.088856  -3.760820  -1.554758
H  0.180094  -3.300121  -0.124316
H  1.930457  -3.177288  -0.130172
H  3.220890  -1.263224  -2.307944
H  3.250485  -1.150549  -0.530487
H  2.817470  0.269534  -1.527173
C  0.677901  1.364726  -4.673986
C  1.461548  2.516377  -4.737097
C  0.890443  3.609481  -5.397671
C  -0.489142  3.553428  -5.671296
C  -1.291411  2.599678  -5.077616
C  -0.777107  1.399434  -4.361004
O  1.201244  0.233439  -5.232437
H  0.498743  -0.388502  -5.399964
H  2.512525  2.443178  -4.428099
H  1.475100  4.470952  -5.742286
H  -0.926369  4.322430  -6.301902
H  -2.370974  2.712158  -5.091223
H  -1.269112  0.485442  -4.762768
C  0.328885  4.065110  0.501906
C  -0.785813  3.270049  1.056063
N  -1.282369  2.033851  0.843500
C  -2.371787  1.891375  1.741317
C  -2.540983  3.068775  2.430808
N  -1.547544  3.923236  1.957478
H  0.832126  4.555802  1.354409
H  1.063802  3.483860  -0.052847
H  -0.063914  4.853185  -0.156403
H  -2.922346  0.963354  1.840138
H  -3.245961  3.388486  3.201586
H  -1.328485  4.882875  2.261775

Force components x, y, z for each atom (eV/Å):
-0.6 1.9 1.8
-3.2 -3.7 0.3
2.3 -0.8 3.6
3.0 -3.2 -1.2
0.1 -0.9 0.1
1.3 3.5 -2.1
-0.8 1.1 -2.3
0.6 -0.2 0.0
0.1 0.6 0.1
0.0 0.0 0.0
0.2 0.2 0.1
0.0 0.3 -0.3
-0.7 0.2 -0.1
0.1 -0.5 -0.3
-1.0 0.9 -0.9
-0.6 -0.1 0.6
0.2 0.6 0.1
0.2 -0.2 0.2
0.2 -0.1 0.3
0.0 -0.2 0.1
0.0 0.0 -0.3
0.1 0.4 0.3
-0.2 -0.1 -0.2
-0.3 0.3 0.1
0.4 0.0 0.0
-0.2 -0.1 0.3
0.5 -0.1 -0.1
-0.2 0.2 0.0
0.0 0.1 -0.2
0.1 -0.1 0.1
0.0 0.0 0.2
-0.4 0.4 -0.2
0.3 0.2 0.1
-0.3 -0.2 -0.2
-0.3 0.0 0.1
0.2 0.2 0.0
0.0 -0.2 -0.7
-0.1 0.3 0.4
-0.2 -0.5 0.8
0.0 -0.2 -0.1
-0.1 0.4 0.1
0.3 0.2 -0.2
-0.1 0.3 -0.2
-0.2 0.0 0.4
-0.1 0.2 -0.1
0.2 -0.1 0.0
0.6 -2.2 -1.8
1.0 0.9 0.3
1.1 -1.2 1.1
-2.5 -0.9 0.2
0.1 1.9 -0.8
0.0 -1.1 0.5
-0.2 3.1 1.5
-0.6 -0.8 -0.2
-0.2 0.1 -0.9
0.0 -0.4 0.3
-0.1 0.0 0.3
0.0 0.1 -0.1
0.3 0.6 -0.1
0.7 0.1 -0.3
-1.0 0.8 0.5
0.1 -0.3 -0.1
0.1 0.9 0.3
0.3 -0.3 -0.5
0.0 -1.0 0.1
0.0 -0.1 -0.5
0.0 0.1 0.1
0.1 -0.1 0.1
0.1 0.3 -0.1
0.2 -0.3 -0.4
-0.4 -0.7 0.0

2S+1: 4
Molar mass: 618.72 g mol⁻¹
Net charge: +4
HOMO energy (spin up / spin down): -20.2 / -20.5 eV
Orbital gap (spin up / spin down): 6.70 / 5.87 eV

***

[2]
Here is C21H43N2OP3Yb as an isolated structure from the Open Molecules 2025 dataset. Energies are from the ωB97M-V functional and the def2-TZVPD basis.

Atoms and positions in Å:
Yb  -1.037329  1.495329  -0.059496
P  1.364240  -0.346665  2.294030
P  1.738815  2.099083  0.557507
P  -0.797273  -1.839258  0.167901
H  -0.779919  2.801679  -2.596284
C  -1.583314  2.196365  -2.167826
C  -2.519457  2.787691  -1.384260
H  -2.424073  3.843004  -1.076634
C  2.645694  -1.513368  1.678458
C  2.374660  0.559742  3.529002
C  0.458362  -1.463107  3.437611
C  1.219667  3.062039  -0.906321
C  2.000474  3.519220  1.684396
C  3.403469  1.722677  -0.109347
C  -2.068329  -1.502724  -1.125121
C  -1.831189  -2.973501  1.200023
C  0.158960  -3.138978  -0.744669
H  -1.692434  1.188763  -2.596557
H  -3.532324  2.356105  -1.318599
H  3.403249  -1.668799  2.457147
H  3.127780  -1.088381  0.789865
H  2.191141  -2.477625  1.424458
H  2.848063  -0.167127  4.202429
H  1.728315  1.225359  4.116214
H  3.154710  1.154464  3.039141
H  0.833515  -2.491183  3.342450
H  -0.610160  -1.452048  3.201774
H  0.586350  -1.114638  4.471250
H  2.017933  3.732982  -1.241568
H  0.345105  3.692617  -0.693478
H  1.033082  2.348626  -1.721314
H  2.839293  4.101334  1.284710
H  2.213502  3.190018  2.707749
H  1.092555  4.140177  1.699432
H  3.853734  2.660715  -0.455313
H  3.278622  1.075786  -0.989600
H  4.034717  1.209135  0.623820
H  -2.426601  -2.479251  -1.490947
H  -1.639714  -0.942492  -1.972401
H  -2.926044  -0.946228  -0.711707
H  -2.356866  -3.693590  0.558947
H  -2.569754  -2.392971  1.766844
H  -1.194854  -3.521736  1.904962
H  -0.507380  -3.735489  -1.385413
H  0.677904  -3.802916  -0.038948
H  0.909595  -2.643572  -1.375019
C  0.610006  -1.042783  -4.921120
C  1.355333  -1.523755  -6.004418
C  0.868490  -2.617018  -6.717708
C  -0.359415  -3.201221  -6.371498
C  -1.137613  -2.642098  -5.351205
C  -0.691383  -1.504243  -4.672499
O  1.198998  -0.190996  -4.035125
H  2.049589  0.116998  -4.352663
H  2.320698  -1.071067  -6.229065
H  1.440544  -3.016443  -7.553214
H  -0.701248  -4.114806  -6.861522
H  -2.107418  -3.072607  -5.079337
H  -1.330988  -0.950864  -3.985163
C  -1.691960  1.974848  5.323463
N  -2.060355  1.474552  4.006725
C  -3.069423  0.556370  3.745218
C  -3.120400  0.382566  2.389238
N  -2.120477  1.156539  1.836620
C  -1.499746  1.793025  2.832520
H  -2.579114  1.919460  5.966177
H  -0.890665  1.362805  5.764346
H  -1.357614  3.015464  5.246498
H  -3.662613  0.121472  4.524830
H  -3.794968  -0.206957  1.773556
H  -0.704722  2.513490  2.746053

Force components x, y, z for each atom (eV/Å):
2.8 -2.5 2.4
-0.2 -0.6 0.7
-0.2 1.0 -0.6
-0.4 -0.7 -0.2
0.0 -0.4 0.4
-1.4 1.6 -2.1
-1.0 0.6 -2.3
0.0 -0.5 -0.2
0.2 0.2 -0.1
0.2 -0.1 0.2
-0.2 -0.1 0.3
0.4 0.4 -0.5
0.1 -0.1 0.1
-0.1 -0.4 0.1
-0.2 -0.2 -0.3
0.0 0.3 0.1
0.2 0.4 -0.1
-0.3 0.4 0.2
0.6 -0.1 0.6
-0.1 -0.1 -0.2
0.0 -0.3 0.1
0.1 0.2 0.0
0.0 0.3 -0.1
0.2 -0.1 -0.1
-0.1 -0.1 0.2
-0.2 0.2 0.2
0.1 -0.1 0.1
0.0 -0.3 -0.2
-0.2 0.1 -0.1
0.0 0.0 -0.2
0.0 0.3 0.0
-0.2 0.1 0.3
0.0 0.2 -0.3
0.3 -0.1 0.0
0.1 -0.2 0.3
0.1 0.0 0.3
0.0 0.2 -0.2
-0.1 0.5 -0.1
-0.1 -0.2 0.2
0.2 -0.1 -0.1
0.1 0.1 0.1
0.2 -0.2 0.0
-0.2 0.2 -0.1
0.2 0.1 0.3
-0.1 0.2 -0.2
-0.1 -0.2 0.1
1.5 1.3 1.3
0.2 -1.4 -1.5
1.2 1.3 0.0
0.0 -0.7 0.1
-0.5 1.6 1.4
-1.4 -1.2 -0.3
-2.1 -1.0 -1.0
0.6 0.0 -0.3
-0.1 -0.2 -0.1
-0.1 0.1 0.2
0.1 0.3 0.0
0.4 0.2 -0.3
0.3 -0.4 -0.1
0.1 0.0 0.6
-0.4 -0.6 -0.6
0.1 0.3 -0.4
0.4 0.3 0.6
-0.3 0.3 0.4
-1.0 -0.5 0.5
0.3 0.1 -0.2
-0.3 0.2 -0.2
-0.1 -0.3 0.0
-0.1 0.0 0.2
0.2 0.2 0.3
0.2 0.0 0.0

2S+1: 2
Molar mass: 605.55 g mol⁻¹
Net charge: +3
Relative energy (zero: lowest compared OMol25 entry of this formula, charge and spin): 3.883 eV
HOMO energy (spin up / spin down): -14.7 / -14.7 eV
Orbital gap (spin up / spin down): 5.84 / 2.56 eV

***

Looking at E_tot for the records above, in order, we have -2111.42797 -3192.43211 a.u..
Looking at strongest force on any atom for the records above, in order, we have 4.87 4.45 eV/A.